Entry 1:
12
Properties=species:S:1:pos:R:3:nbo_charge:R:1 method="wB97M-V/def2-TZVPD" total_energy_ha=-248.52120 smiles="CCC(N)=O" e_homo_ev=-9.8 fmax_ev_per_a=0.9 lumo_energy_ev=0.93 gap_ev=10.729 total_charge=0 spin_multiplicity=1
C 1.19 -1.01 0.26 -0.603
C 0.07 -0.10 0.73 -0.498
C -0.83 0.13 -0.46 0.673
O -1.29 -0.76 -1.16 -0.625
N -1.02 1.43 -0.78 -0.819
H 1.81 -1.25 1.12 0.207
H 0.76 -1.92 -0.17 0.232
H 1.86 -0.58 -0.52 0.211
H 0.50 0.84 1.09 0.199
H -0.56 -0.49 1.56 0.231
H -0.84 2.16 -0.11 0.393
H -1.65 1.55 -1.55 0.401

Entry 2:
15
Properties=species:S:1:pos:R:3:nbo_charge:R:1 method="wB97M-V/def2-TZVPD" total_energy_ha=-304.31423 e_homo_ev="-1.9 / -1.9" fmax_ev_per_a=2.8 lumo_energy_ev="4.24 / 4.24" gap_ev="6.138 / 6.138" total_charge=-1 spin_multiplicity=1
C -1.90 -0.56 -0.01 -0.601
C 0.26 -0.45 -1.29 -0.606
C -0.57 0.17 -0.18 -0.446
N 1.56 1.57 0.46 -0.231
N 2.25 1.17 1.25 0.426
O 3.24 1.10 1.87 -0.455
H -2.51 -0.07 0.75 0.193
H -2.46 -0.58 -0.95 0.171
H -1.72 -1.58 0.31 0.193
H 1.17 0.12 -1.43 0.216
H -0.29 -0.48 -2.24 0.170
H 0.54 -1.47 -1.02 0.195
H -0.75 1.23 -0.40 0.181
H -0.02 0.09 0.76 0.282
H 1.20 -0.26 2.14 -0.688

Entry 3:
8
Properties=species:S:1:pos:R:3:nbo_charge:R:1 method="wB97M-V/def2-TZVPD" total_energy_ha=-408.01642 e_homo_ev="-3.4 / -3.4" fmax_ev_per_a=3.6 lumo_energy_ev="2.98 / 2.98" gap_ev="6.376 / 6.379" total_charge=-1 spin_multiplicity=1
C -1.71 0.09 -0.26 0.620
N -4.03 0.20 0.04 0.070
N -3.54 1.28 0.17 -0.186
N -2.27 -0.98 -0.40 -0.463
N -3.69 -1.00 -0.09 -0.230
O 0.78 0.14 -0.79 -0.897
O -0.82 0.85 -0.23 -0.317
H 0.64 -0.20 -1.77 0.403

Entry 4:
42
Properties=species:S:1:pos:R:3:lowdin_spin:R:1 method="wB97M-V/def2-TZVPD" total_energy_ha=-9235.96335 e_homo_ev="-11.0 / -11.9" fmax_ev_per_a=0.5 lumo_energy_ev="-4.14 / -6.15" gap_ev="6.889 / 5.702" total_charge=+1 spin_multiplicity=6
Ir -0.12 -0.10 0.03 2.347
O -0.38 -2.25 1.21 0.132
S 0.33 -1.72 2.39 0.015
O -0.11 -2.15 3.67 0.025
O 0.34 -0.22 2.21 0.137
C 2.01 -2.20 2.16 0.000
C 2.67 -2.77 3.23 0.000
C 3.99 -3.18 3.09 0.001
C 4.64 -3.02 1.88 0.001
C 3.98 -2.43 0.81 0.004
C 2.66 -2.02 0.93 0.011
P 1.91 -1.22 -0.52 0.144
C 3.15 -0.07 -1.12 0.030
C 3.94 -0.34 -2.24 0.010
C 4.92 0.57 -2.62 0.001
C 5.12 1.73 -1.90 0.009
C 4.34 1.99 -0.77 -0.001
C 3.36 1.10 -0.39 0.015
C 1.57 -2.46 -1.77 0.026
C 1.63 -3.81 -1.45 0.013
C 1.29 -4.76 -2.40 0.000
C 0.89 -4.36 -3.67 0.015
C 0.82 -3.01 -3.99 -0.002
C 1.15 -2.06 -3.04 0.018
H 2.14 -2.89 4.17 0.000
H 4.51 -3.63 3.93 0.000
H 5.67 -3.34 1.76 0.000
H 4.51 -2.30 -0.13 0.000
H 3.80 -1.25 -2.81 0.000
H 5.53 0.36 -3.49 0.000
H 5.88 2.43 -2.20 0.000
H 4.51 2.89 -0.20 0.000
H 2.77 1.31 0.50 0.005
H 1.93 -4.14 -0.46 0.001
H 1.33 -5.81 -2.15 0.000
H 0.63 -5.10 -4.41 0.001
H 0.50 -2.69 -4.97 0.000
H 1.09 -1.01 -3.29 0.001
Se -2.48 -0.69 -0.62 0.547
Se -3.57 0.73 0.74 0.431
Te -2.20 2.89 0.79 0.561
Se -0.14 2.35 -0.32 0.503

Entry 5:
14
Properties=species:S:1:pos:R:3:nbo_charge:R:1 method="wB97M-V/def2-TZVPD" total_energy_ha=-320.85800 e_homo_ev=-9.7 fmax_ev_per_a=1.2 lumo_energy_ev=0.63 gap_ev=10.289 total_charge=0 spin_multiplicity=1
C -1.46 0.80 -0.36 -0.634
C -1.14 -0.44 0.48 -0.214
N 0.24 -0.47 0.98 -0.586
C 1.37 -0.35 0.21 0.330
N 2.49 -0.85 0.57 -0.638
C 1.29 0.42 -1.03 0.206
N 1.40 0.99 -2.04 -0.282
H -0.88 0.85 -1.30 0.230
H -1.26 1.72 0.21 0.216
H -2.51 0.77 -0.65 0.222
H -1.37 -1.35 -0.09 0.184
H -1.78 -0.43 1.37 0.207
H 0.41 -1.08 1.76 0.406
H 3.21 -0.58 -0.10 0.354

Entry 6:
16
Properties=species:S:1:pos:R:3:nbo_charge:R:1 method="wB97M-V/def2-TZVPD" total_energy_ha=-610.99637 e_homo_ev=-14.0 fmax_ev_per_a=4.5 lumo_energy_ev=-5.40 gap_ev=8.581 total_charge=+1 spin_multiplicity=1
C -1.06 -0.38 -0.55 -0.177
C 0.56 -0.75 0.35 -0.022
C 0.86 -2.15 0.10 -0.717
C 0.95 1.94 0.68 -0.745
N -1.88 0.82 -0.78 -0.757
S 1.69 0.23 0.92 0.653
H -0.85 -0.83 -1.50 0.220
H -1.70 -1.04 -0.05 0.214
H 0.67 -2.38 -0.93 0.276
H 0.21 -2.71 0.78 0.281
H 1.81 -2.36 0.44 0.243
H 0.66 2.15 -0.40 0.257
H 1.71 2.74 0.95 0.280
H 0.04 1.90 1.36 0.254
H -2.15 1.34 0.01 0.373
H -1.52 1.47 -1.38 0.366